No. 1
This record from the OMol25 dataset describes C3H4HgO4 as an isolated structure. The level of theory is ωB97M-V with the def2-TZVPD basis set.

Element x y z (Å)
O: -2.343 0.321 0.004
C: -2.014 -0.981 -0.238
C: -0.588 -1.325 0.056
O: 0.268 -0.224 -0.008
C: 1.594 -0.384 0.060
O: 2.167 -1.432 0.180
O: 2.145 0.814 -0.058
H: -2.465 -1.761 0.468
H: -0.119 -2.273 -0.211
H: 3.104 0.733 -0.135
Hg: -1.104 1.767 0.002
H: -2.241 -1.313 -1.284

The expectation value of S² is 2.0079. As for the multiplicity: 3. For the lowest unoccupied orbital energy (spin up / spin down), the calculation gives 0.473 / -1.339 eV. The calculation puts the gap between HOMO and LUMO (spin up / spin down) at 8.50 / 8.47 eV.

No. 2
This record from the OMol25 dataset describes C19H35Br16ClNO2P as an isolated structure. The level of theory is ωB97M-V with the def2-TZVPD basis set.

Element x y z (Å)
C: -1.234 2.057 -2.300
C: -1.108 3.270 -2.161
P: -1.305 5.118 -1.878
Cl: -0.824 6.060 -3.697
C: -3.168 5.411 -1.542
O: -3.857 4.186 -1.967
N: -4.834 4.487 -2.909
O: -4.489 4.164 -3.991
H: -1.552 0.961 -2.140
H: -3.366 5.524 -0.429
H: -3.542 6.332 -2.075
Br: -3.166 7.116 -5.932
C: -2.807 8.574 -7.175
C: -1.858 9.581 -6.579
Br: -2.761 10.727 -5.287
H: -3.770 9.000 -7.450
H: -2.362 8.097 -8.049
H: -1.486 10.259 -7.347
H: -1.015 9.124 -6.063
Br: -5.233 9.627 -10.168
C: -6.201 8.218 -9.229
C: -5.802 6.852 -9.726
Br: -6.627 6.456 -11.446
H: -7.262 8.428 -9.350
H: -5.930 8.339 -8.179
H: -6.166 6.077 -9.051
H: -4.728 6.739 -9.856
Br: -1.406 0.299 -0.318
C: -0.796 -1.256 0.701
C: 0.529 -1.764 0.194
Br: 0.313 -2.772 -1.460
H: -1.589 -2.001 0.650
H: -0.704 -0.900 1.728
H: 0.965 -2.469 0.901
H: 1.246 -0.971 -0.010
Br: 2.138 0.757 2.675
C: 2.763 -0.757 3.727
C: 4.100 -1.248 3.237
Br: 3.902 -2.264 1.592
H: 1.983 -1.515 3.679
H: 2.841 -0.387 4.750
H: 4.541 -1.939 3.957
H: 4.809 -0.448 3.029
Br: 5.736 -5.198 2.942
C: 4.955 -5.701 4.657
C: 3.610 -6.352 4.476
Br: 2.231 -5.030 4.083
H: 4.917 -4.799 5.265
H: 5.663 -6.400 5.096
H: 3.288 -6.832 5.400
H: 3.589 -7.082 3.667
Br: -0.245 4.039 0.804
C: -1.010 3.556 2.534
C: -2.345 2.874 2.378
Br: -3.756 4.155 1.970
H: -1.060 4.470 3.123
H: -0.284 2.878 2.984
H: -2.649 2.409 3.316
H: -2.356 2.128 1.586
Br: 1.815 -9.824 2.855
C: 1.192 -9.206 1.115
C: 2.335 -8.706 0.270
Br: 2.915 -6.937 0.844
H: 0.432 -8.449 1.301
H: 0.726 -10.077 0.654
H: 2.021 -8.580 -0.767
H: 3.210 -9.353 0.303
Br: 5.304 -6.616 7.783
C: 4.289 -8.021 8.673
C: 4.661 -9.382 8.144
Br: 3.850 -9.711 6.402
H: 3.235 -7.782 8.543
H: 4.548 -7.935 9.728
H: 4.268 -10.166 8.792
H: 5.734 -9.519 8.025

For the lowest unoccupied orbital energy, the calculation gives 0.044 eV. The calculation puts the gap between HOMO and LUMO at 8.33 eV.

No. 3
This record from the OMol25 dataset describes a single C3H6N2O molecule. The level of theory is ωB97M-V with the def2-TZVPD basis set.

Element x y z (Å)
C: 1.720 0.403 0.315
N: 0.568 0.422 -0.299
C: -0.377 -0.241 -0.953
N: -0.449 -1.634 -1.049
C: -0.831 0.818 -0.031
O: -1.292 0.511 1.239
H: 2.358 -0.464 0.193
H: 2.051 1.287 0.849
H: -0.958 1.165 1.865
H: -1.255 -1.948 -1.573
H: -0.385 -2.112 -0.150
H: -1.150 1.795 -0.405

For the lowest unoccupied orbital energy, the calculation gives 0.738 eV. The calculation puts the gap between HOMO and LUMO at 7.90 eV.

No. 4
This record from the OMol25 dataset describes a 19-piece molecular cluster, C67H166N6O19 overall. The level of theory is ωB97M-V with the def2-TZVPD basis set.

Element x y z (Å)
C: -5.195 2.409 0.391
O: -5.845 1.119 0.360
H: -5.229 2.874 -0.564
H: -5.669 3.143 1.022
H: -4.119 2.380 0.563
H: -5.623 0.685 1.201
C: -0.726 3.211 -2.810
O: -0.499 2.601 -1.536
H: -1.585 2.877 -3.420
H: -0.878 4.286 -2.620
H: 0.175 3.173 -3.397
H: -0.362 1.614 -1.542
C: 3.764 -5.294 -5.519
O: 2.891 -4.484 -4.757
H: 4.667 -5.575 -5.019
H: 3.211 -6.183 -5.806
H: 4.065 -4.808 -6.458
H: 3.155 -3.526 -4.759
C: 4.719 -1.048 -5.074
O: 3.485 -1.721 -4.764
H: 5.418 -1.817 -5.339
H: 4.747 -0.265 -5.837
H: 5.050 -0.625 -4.124
H: 2.702 -1.199 -5.142
C: 2.522 -5.327 -1.519
O: 2.788 -6.065 -0.393
H: 2.931 -5.837 -2.364
H: 1.477 -5.142 -1.606
H: 3.023 -4.340 -1.444
H: 2.207 -6.828 -0.370
C: 1.913 -1.266 3.338
O: 2.356 -1.763 4.605
H: 2.580 -1.652 2.536
H: 0.902 -1.599 3.097
H: 1.927 -0.181 3.540
H: 2.259 -2.745 4.699
C: 3.831 2.511 -4.773
O: 3.560 2.254 -6.093
H: 3.750 1.561 -4.215
H: 4.909 2.773 -4.737
H: 3.225 3.283 -4.291
H: 2.914 1.520 -6.089
C: 1.747 -0.663 -7.743
O: 1.720 -0.246 -6.324
H: 1.244 -1.623 -7.783
H: 1.164 0.041 -8.362
H: 2.815 -0.711 -7.993
H: 0.856 0.236 -6.260
C: 0.870 -5.140 3.240
O: 2.113 -4.626 3.727
H: 0.840 -6.240 3.178
H: 0.014 -4.753 3.872
H: 0.646 -4.878 2.194
H: 2.841 -5.020 3.236
C: 0.215 2.913 -7.007
O: -0.055 1.815 -6.124
H: 1.296 3.010 -7.212
H: -0.166 2.685 -8.016
H: -0.124 3.837 -6.541
H: -1.008 1.846 -5.954
C: -0.634 -4.892 -5.789
O: 0.059 -4.631 -4.557
H: -1.285 -5.765 -5.718
H: -1.353 -4.102 -6.011
H: 0.082 -5.000 -6.609
H: 0.971 -4.479 -4.662
C: -3.856 1.440 -6.210
O: -2.771 0.637 -5.705
H: -4.825 0.928 -6.246
H: -4.037 2.372 -5.663
H: -3.663 1.626 -7.203
H: -2.876 0.253 -4.831
C: -1.685 3.301 1.483
O: -2.053 4.056 0.303
H: -1.642 2.214 1.323
H: -0.705 3.648 1.758
H: -2.359 3.492 2.297
H: -1.537 3.608 -0.418
C: -2.832 0.208 3.805
C: -3.421 -1.208 3.967
C: -3.217 -1.748 5.455
C: -4.180 -0.975 6.347
C: -5.609 -1.185 5.839
C: -5.800 -0.694 4.386
N: -4.843 -1.266 3.529
O: -5.096 -0.733 2.281
C: -7.178 -1.137 3.855
C: -5.817 0.961 4.357
C: -2.658 -2.065 2.921
H: -3.140 0.478 2.808
H: -1.774 0.301 3.934
H: -3.287 0.839 4.561
H: -3.491 -2.817 5.543
H: -2.116 -1.601 5.654
H: -3.911 0.051 6.360
H: -4.110 -1.378 7.363
H: -6.340 -0.755 6.538
H: -5.819 -2.260 5.837
H: -7.317 -2.227 3.947
H: -7.900 -0.601 4.481
H: -7.383 -0.785 2.846
H: -5.316 1.420 5.207
H: -5.253 1.400 3.496
H: -6.821 1.382 4.293
H: -3.255 -2.984 2.840
H: -1.643 -2.364 3.252
H: -2.595 -1.489 1.990
H: -5.098 -1.499 1.710
C: 1.229 3.200 6.840
C: 0.967 2.242 5.663
C: 0.307 2.847 4.398
C: 1.328 3.729 3.689
C: 2.537 2.957 3.206
C: 3.222 2.314 4.437
N: 2.204 1.541 5.138
O: 2.823 1.068 6.326
C: 4.305 1.348 3.986
C: 4.005 3.386 5.287
C: 0.055 1.126 6.129
H: 1.492 4.189 6.487
H: 2.047 2.753 7.421
H: 0.382 3.232 7.546
H: -0.050 2.011 3.759
H: -0.573 3.437 4.624
H: 1.681 4.493 4.377
H: 0.872 4.209 2.814
H: 3.249 3.755 2.744
H: 2.301 2.098 2.532
H: 4.746 0.979 4.906
H: 3.852 0.500 3.468
H: 5.185 1.776 3.442
H: 3.461 4.242 5.706
H: 4.423 2.952 6.143
H: 4.768 3.650 4.611
H: 0.004 0.244 5.454
H: -0.943 1.598 6.262
H: 0.400 0.756 7.095
H: 2.915 0.117 6.176
C: 8.542 -0.815 2.821
C: 7.660 -1.919 2.260
C: 6.400 -2.021 3.157
C: 5.396 -3.015 2.583
C: 5.019 -2.534 1.178
C: 6.271 -2.415 0.237
N: 7.252 -1.568 0.913
O: 8.412 -1.359 0.097
C: 6.881 -3.778 -0.120
C: 5.764 -1.746 -1.016
C: 8.576 -3.181 2.382
H: 9.531 -0.774 2.310
H: 8.689 -0.834 3.909
H: 8.059 0.128 2.546
H: 6.796 -2.370 4.116
H: 5.855 -1.089 3.394
H: 4.512 -3.039 3.226
H: 5.848 -4.032 2.481
H: 4.567 -1.554 1.212
H: 4.266 -3.187 0.735
H: 7.766 -3.499 -0.715
H: 7.110 -4.325 0.757
H: 6.167 -4.353 -0.675
H: 4.793 -2.190 -1.322
H: 5.673 -0.671 -0.857
H: 6.463 -1.948 -1.774
H: 9.364 -3.094 1.661
H: 8.055 -4.153 2.460
H: 9.075 -3.142 3.357
H: 8.301 -0.414 -0.023
C: -6.174 -2.926 0.061
C: -6.318 -3.855 -1.129
C: -6.522 -2.971 -2.361
C: -6.329 -3.622 -3.695
C: -4.975 -4.300 -3.701
C: -4.700 -5.270 -2.463
N: -4.987 -4.488 -1.281
O: -4.697 -5.207 -0.066
C: -5.436 -6.618 -2.550
C: -3.109 -5.411 -2.631
C: -7.460 -4.832 -1.043
H: -7.073 -2.405 0.270
H: -5.463 -2.117 -0.198
H: -5.991 -3.476 0.988
H: -7.511 -2.548 -2.278
H: -5.719 -2.202 -2.253
H: -6.331 -2.879 -4.494
H: -7.129 -4.305 -3.920
H: -4.165 -3.566 -3.708
H: -4.761 -4.927 -4.532
H: -6.224 -6.679 -3.307
H: -4.678 -7.373 -2.860
H: -5.821 -6.908 -1.611
H: -2.629 -4.420 -2.572
H: -2.728 -6.130 -1.935
H: -2.895 -5.837 -3.639
H: -8.418 -4.339 -0.898
H: -7.251 -5.519 -0.244
H: -7.567 -5.350 -1.968
H: -5.057 -6.127 -0.127
C: 1.306 5.696 -0.247
C: 1.007 7.224 -0.053
C: 1.317 7.942 -1.344
C: 0.675 9.342 -1.462
C: -0.855 9.293 -1.228
C: -1.248 8.578 0.138
N: -0.471 7.328 0.139
O: -0.779 6.566 1.277
C: -1.042 9.521 1.301
C: -2.766 8.347 0.049
C: 1.725 7.759 1.188
H: 0.534 5.291 -0.905
H: 1.355 5.153 0.746
H: 2.281 5.670 -0.712
H: 2.344 8.081 -1.392
H: 1.154 7.390 -2.288
H: 0.923 9.837 -2.416
H: 1.091 9.973 -0.703
H: -1.217 8.743 -2.095
H: -1.182 10.354 -1.117
H: -0.086 10.076 1.222
H: -1.913 10.180 1.366
H: -1.042 8.890 2.242
H: -3.144 8.247 1.057
H: -3.155 9.265 -0.393
H: -2.925 7.522 -0.681
H: 2.765 7.403 1.234
H: 1.217 7.342 2.016
H: 1.760 8.814 1.363
H: -1.328 5.866 0.960
C: 1.072 -2.265 -0.198
C: 0.950 -0.911 -0.862
C: 1.355 -0.991 -2.392
C: 0.375 -1.688 -3.224
C: -0.953 -0.940 -3.094
C: -1.505 -0.858 -1.688
N: -0.447 -0.322 -0.883
O: -0.867 -0.278 0.490
C: -2.684 0.117 -1.550
C: -2.055 -2.202 -1.166
C: 1.863 0.074 -0.154
H: 2.123 -2.488 -0.062
H: 0.508 -2.309 0.740
H: 0.670 -3.123 -0.737
H: 1.501 0.042 -2.762
H: 2.335 -1.452 -2.355
H: 0.718 -1.787 -4.258
H: 0.361 -2.766 -2.948
H: -1.736 -1.361 -3.717
H: -0.837 0.094 -3.383
H: -2.452 1.149 -1.374
H: -3.256 -0.199 -0.704
H: -3.349 0.046 -2.448
H: -1.711 -2.289 -0.105
H: -1.536 -2.963 -1.761
H: -3.152 -2.322 -1.273
H: 1.783 1.063 -0.562
H: 1.635 0.136 0.895
H: 2.857 -0.262 -0.231
H: -1.034 0.659 0.646

For the lowest unoccupied orbital energy, the calculation gives 0.256 eV. The calculation puts the gap between HOMO and LUMO at 8.21 eV.